The following is a DFT calculation (the ωB97M-V functional and the def2-TZVPD basis) of a cluster of 2 separate species, C22H23F3O4 in total.

The net charge is 0. As for the energy above the lowest of the compared OMol25 structures with the same formula, charge and spin: 0.0 kcal/mol. For the strongest force on any atom, the calculation gives 0.036 hartree/bohr. The HOMO-LUMO gap comes out at 0.1562 Eh. Its highest occupied orbital energy is -6.786 eV.

Each line ends with the Löwdin charge.
Cartesian coordinates (Å):
C 4.808 3.373 0.434  -0.08
C 3.641 2.797 -0.331  -0.21
O 3.411 1.421 0.126  0.00
C 2.507 0.735 -0.609  -0.48
C 2.162 -0.583 -0.038  -0.15
F 3.019 -0.921 0.938  0.03
C 1.958 -1.682 -1.021  -0.45
O 1.046 -1.735 -1.841  0.05
O 2.906 -2.641 -0.889  0.00
C 2.774 -3.704 -1.860  -0.23
C 3.827 -4.752 -1.616  -0.08
O 2.026 1.123 -1.673  0.03
H 4.921 4.428 0.171  0.08
H 4.662 3.310 1.515  0.08
H 5.743 2.868 0.173  0.08
H 2.723 3.378 -0.133  0.12
H 3.849 2.809 -1.414  0.13
H 1.776 -4.154 -1.774  0.12
H 2.885 -3.283 -2.869  0.13
H 3.719 -5.531 -2.373  0.08
H 4.841 -4.361 -1.711  0.08
H 3.717 -5.242 -0.646  0.08
C -2.688 5.528 -0.178  -0.03
C -2.248 4.113 -0.218  -0.19
C -3.124 3.072 0.093  -0.19
F -4.424 3.410 0.392  0.05
C -2.769 1.736 0.101  0.07
C -1.397 1.363 -0.110  -0.15
C -0.866 0.048 0.043  0.15
C -1.629 -1.002 0.642  -0.16
C -2.655 -0.765 1.612  0.06
C -3.454 -1.804 2.047  -0.19
F -4.490 -1.527 2.911  0.05
C -3.293 -3.126 1.642  -0.19
C -4.205 -4.182 2.150  -0.03
C -2.247 -3.380 0.741  0.00
C -1.450 -2.355 0.257  0.02
C -0.554 2.418 -0.539  0.02
C -0.944 3.739 -0.566  0.00
H -1.887 6.151 -0.590  0.08
H -3.603 5.687 -0.765  0.10
H -2.883 5.882 0.844  0.10
H -3.534 0.986 0.281  0.12
H 0.091 -0.192 -0.426  0.07
H -2.836 0.239 1.986  0.12
H -3.819 -5.161 1.858  0.08
H -4.272 -4.157 3.244  0.09
H -5.225 -4.080 1.755  0.10
H -2.067 -4.411 0.415  0.13
H -0.675 -2.560 -0.480  0.11
H 0.450 2.164 -0.849  0.09
H -0.225 4.513 -0.849  0.13

---

The following is a DFT calculation (the ωB97M-V functional and the def2-TZVPD basis) of a cluster of 13 separate species, C46H114N4O13 in total.

The net charge is 0. For the strongest force on any atom, the calculation gives 0.061 hartree/bohr. The HOMO-LUMO gap comes out at 0.3069 Eh. Its highest occupied orbital energy is -8.204 eV.

Each line ends with the Löwdin charge.
Cartesian coordinates (Å):
C -20.751 22.462 -14.223  -0.08
C -19.570 21.592 -14.718  -0.32
O -20.056 20.427 -15.364  -0.08
H -20.315 23.406 -13.895  0.07
H -21.322 21.931 -13.462  0.07
H -21.486 22.799 -14.954  0.07
H -18.954 21.302 -13.867  0.10
H -18.860 22.106 -15.365  0.10
H -19.439 19.714 -15.180  0.08
C -15.425 15.188 -20.031  -0.09
C -15.710 16.623 -20.494  -0.29
O -14.482 17.193 -21.024  -0.10
H -14.516 15.130 -19.433  0.07
H -15.417 14.530 -20.900  0.07
H -16.205 14.816 -19.367  0.07
H -15.980 17.157 -19.583  0.10
H -16.506 16.687 -21.236  0.10
H -14.520 18.150 -20.954  0.07
C -20.794 15.918 -8.642  -0.07
C -20.402 17.302 -8.050  -0.33
O -19.515 17.943 -8.966  -0.09
H -19.767 15.564 -8.738  0.07
H -21.319 16.065 -9.586  0.08
H -21.295 15.344 -7.862  0.07
H -19.926 17.199 -7.075  0.11
H -21.307 17.909 -8.018  0.10
H -19.449 18.841 -8.632  0.08
C -13.949 25.428 -20.755  -0.10
C -14.414 24.101 -20.169  -0.35
O -14.197 23.113 -21.109  -0.07
H -13.951 26.294 -20.093  0.07
H -14.445 25.618 -21.707  0.07
H -12.897 25.355 -21.028  0.07
H -15.484 24.155 -19.966  0.11
H -13.771 23.966 -19.299  0.11
H -14.760 23.276 -21.869  0.09
C -14.695 22.269 -6.940  -0.10
C -15.411 23.102 -8.017  -0.32
O -16.798 23.029 -7.811  -0.08
H -15.061 21.245 -7.017  0.07
H -14.901 22.591 -5.920  0.07
H -13.610 22.202 -7.024  0.07
H -15.202 22.691 -9.005  0.11
H -15.086 24.135 -7.899  0.11
H -17.058 23.683 -7.158  0.08
O -22.311 19.668 -19.623  -0.05
H -22.592 18.768 -19.790  0.03
H -21.710 19.598 -18.882  0.03
O -16.860 16.921 -13.656  -0.05
H -16.903 17.446 -12.857  0.03
H -15.955 16.609 -13.689  0.03
O -20.522 13.642 -14.964  -0.05
H -19.764 14.023 -14.520  0.03
H -20.145 13.034 -15.601  0.03
O -23.777 15.622 -17.484  -0.05
H -22.996 15.337 -17.010  0.02
H -24.390 15.888 -16.798  0.03
C -22.429 29.359 -24.639  -0.04
C -21.998 29.743 -23.197  -0.49
C -22.839 31.000 -22.820  -0.15
C -22.814 31.305 -21.330  -0.20
C -23.266 30.149 -20.466  -0.14
C -22.504 28.829 -20.803  -0.45
N -22.453 28.641 -22.311  -0.10
O -21.703 27.477 -22.638  -0.03
C -21.115 28.710 -20.137  -0.04
C -23.459 27.706 -20.250  -0.05
C -20.515 30.166 -23.098  -0.02
H -23.495 29.132 -24.608  0.08
H -21.822 28.548 -25.042  0.08
H -22.219 30.141 -25.368  0.08
H -22.485 31.861 -23.387  0.12
H -23.886 30.886 -23.101  0.12
H -23.579 32.054 -21.127  0.11
H -21.884 31.789 -21.029  0.11
H -24.346 30.019 -20.391  0.12
H -22.977 30.373 -19.439  0.12
H -20.445 29.565 -20.230  0.07
H -21.287 28.608 -19.066  0.08
H -20.582 27.823 -20.479  0.08
H -24.362 27.565 -20.845  0.08
H -22.941 26.760 -20.094  0.07
H -23.786 27.951 -19.239  0.08
H -19.960 29.355 -22.626  0.07
H -20.330 30.963 -22.378  0.07
H -20.118 30.456 -24.071  0.08
H -22.398 26.834 -22.794  0.10
C -29.049 19.322 -7.407  -0.03
C -27.719 19.432 -6.617  -0.45
C -27.950 20.463 -5.489  -0.15
C -28.806 19.891 -4.345  -0.19
C -28.122 18.607 -3.841  -0.14
C -27.854 17.483 -4.902  -0.48
N -27.193 18.145 -6.002  -0.12
O -26.619 17.295 -6.919  -0.02
C -26.856 16.462 -4.260  -0.04
C -29.192 16.678 -5.216  -0.01
C -26.670 20.131 -7.510  -0.04
H -29.051 18.556 -8.183  0.09
H -29.342 20.284 -7.828  0.08
H -29.895 19.049 -6.776  0.06
H -27.057 20.811 -4.970  0.12
H -28.568 21.300 -5.812  0.12
H -29.828 19.681 -4.663  0.10
H -28.895 20.611 -3.532  0.11
H -28.598 18.268 -2.921  0.11
H -27.182 18.913 -3.381  0.11
H -26.569 15.758 -5.041  0.07
H -25.899 16.937 -4.044  0.08
H -27.196 15.950 -3.360  0.08
H -29.905 17.486 -5.384  0.06
H -29.071 16.060 -6.106  0.08
H -29.369 15.931 -4.442  0.07
H -27.073 20.985 -8.054  0.09
H -26.238 19.434 -8.227  0.07
H -25.815 20.376 -6.880  0.08
H -25.683 17.266 -6.705  0.11
C -23.749 28.374 -10.023  -0.07
C -23.181 29.719 -10.435  -0.52
C -24.272 30.688 -9.860  -0.12
C -23.698 32.133 -9.919  -0.16
C -22.414 32.164 -9.018  -0.14
C -21.348 31.157 -9.479  -0.48
N -21.932 29.858 -9.750  -0.12
O -20.968 28.900 -10.098  0.00
C -20.478 31.766 -10.687  -0.01
C -20.547 31.020 -8.168  -0.06
C -23.185 29.775 -11.959  -0.03
H -23.122 27.551 -10.364  0.08
H -24.054 28.191 -8.992  0.09
H -24.653 28.136 -10.583  0.08
H -25.199 30.680 -10.433  0.12
H -24.529 30.492 -8.820  0.11
H -23.535 32.447 -10.950  0.10
H -24.476 32.838 -9.626  0.10
H -22.674 32.011 -7.970  0.11
H -22.001 33.169 -9.098  0.11
H -20.969 32.253 -11.530  0.06
H -19.982 30.947 -11.207  0.07
H -19.905 32.622 -10.331  0.07
H -19.582 30.575 -8.413  0.08
H -21.025 30.496 -7.341  0.09
H -20.233 32.004 -7.821  0.08
H -22.559 29.011 -12.421  0.09
H -24.153 29.813 -12.458  0.09
H -22.703 30.698 -12.281  0.07
H -20.679 28.546 -9.254  0.10
C -9.678 15.325 -11.711  -0.04
C -10.696 16.375 -11.369  -0.47
C -10.020 17.403 -10.415  -0.13
C -9.099 18.444 -11.143  -0.17
C -10.056 19.115 -12.120  -0.17
C -10.621 18.185 -13.174  -0.49
N -11.312 17.042 -12.555  -0.13
O -11.862 16.163 -13.480  0.00
C -11.688 18.998 -14.040  -0.02
C -9.452 17.828 -14.133  -0.03
C -11.957 15.760 -10.613  -0.02
H -8.963 15.683 -12.452  0.08
H -10.202 14.498 -12.191  0.08
H -9.204 14.819 -10.870  0.09
H -10.647 17.908 -9.681  0.12
H -9.301 16.955 -9.729  0.11
H -8.249 18.058 -11.705  0.09
H -8.709 19.178 -10.438  0.11
H -9.620 20.025 -12.532  0.13
H -10.898 19.334 -11.463  0.12
H -12.523 19.315 -13.416  0.08
H -11.228 19.876 -14.493  0.08
H -12.114 18.351 -14.807  0.07
H -9.269 18.665 -14.806  0.09
H -8.558 17.591 -13.556  0.06
H -9.725 16.937 -14.699  0.07
H -12.161 14.755 -10.983  0.07
H -12.843 16.395 -10.638  0.08
H -11.688 15.391 -9.623  0.07
H -11.089 15.755 -13.877  0.08

---

The following is a DFT calculation (the ωB97M-V functional and the def2-TZVPD basis) of a structure of composition C10H22FO8S2Tl.

The net charge is +2. As for the energy above the lowest of the compared OMol25 structures with the same formula, charge and spin: 8.6 kcal/mol. For the strongest force on any atom, the calculation gives 0.038 hartree/bohr. The HOMO-LUMO gap comes out at 0.1018 Eh. Its highest occupied orbital energy is -16.638 eV.

Each line ends with the Löwdin charge.
Cartesian coordinates (Å):
Tl 14.875 -15.499 9.148  1.06
F 14.393 -16.961 6.679  -0.46
O 14.085 -17.639 3.088  0.28
C 13.787 -16.654 3.718  -0.42
O 14.438 -15.514 3.626  0.10
C 13.762 -14.543 4.471  -0.10
C 12.311 -15.011 4.442  -0.08
C 12.541 -16.525 4.608  -0.01
H 13.877 -13.538 4.076  0.15
H 14.146 -14.553 5.491  0.12
H 11.862 -14.726 3.492  0.14
H 11.713 -14.636 5.275  0.15
H 11.733 -17.128 4.198  0.14
H 12.809 -16.804 5.642  0.12
O 19.416 -17.006 7.165  -0.20
S 18.252 -16.428 6.630  0.56
O 17.274 -15.826 7.513  -0.44
O 18.695 -15.393 5.540  -0.22
C 17.712 -14.455 5.039  -0.24
C 18.125 -14.050 3.647  -0.05
C 17.411 -17.639 5.632  -0.10
H 17.684 -13.591 5.701  0.13
H 16.737 -14.946 5.013  0.08
H 17.726 -14.715 2.882  0.08
H 19.209 -14.020 3.546  0.10
H 17.768 -13.045 3.417  0.09
H 18.177 -18.054 4.984  0.09
H 16.608 -17.165 5.072  0.04
H 16.950 -18.354 6.309  0.07
O 11.319 -20.338 6.289  -0.20
S 12.477 -21.160 6.247  0.67
O 12.603 -22.325 7.034  -0.16
O 12.883 -21.485 4.716  -0.12
C 12.491 -20.502 3.810  -0.24
C 12.563 -20.969 2.372  0.02
C 13.972 -20.134 6.554  -0.04
H 13.303 -19.688 3.908  0.16
H 11.557 -20.001 4.084  0.14
H 13.558 -21.360 2.157  0.11
H 12.409 -20.122 1.706  0.10
H 11.788 -21.723 2.209  0.12
H 13.798 -19.728 7.551  0.09
H 14.000 -19.351 5.790  0.05
H 14.813 -20.823 6.564  0.09